# 1
ORCA calculation (ωB97M-V/def2-TZVPD) on a 2-piece molecular cluster, C11H15N overall in a non-equilibrium geometry.

Summary:
Charge: 0
Energy relative to the best compared isomer or geometry (same formula, charge and spin): 38.33 kcal/mol
SMILES string: Cc1c[nH]c2ccccc12.CC
Electronic energy: -482.854099 hartree

Each line ends with the natural charge from an NBO analysis.
Cartesian coordinates (Å):
C: 0.217 -0.776 -2.700  -0.638
C: -0.572 -0.454 -1.470  -0.083
C: -1.263 0.705 -1.217  -0.018
N: -1.542 0.866 0.132  -0.549
C: -0.922 -0.183 0.793  0.149
C: -1.001 -0.430 2.145  -0.243
C: -0.522 -1.703 2.543  -0.218
C: -0.003 -2.608 1.650  -0.229
C: 0.125 -2.292 0.256  -0.210
C: -0.476 -1.123 -0.188  -0.098
H: 0.176 -0.033 -3.494  0.219
H: -0.284 -1.678 -3.066  0.224
H: 1.250 -0.754 -2.352  0.228
H: -1.564 1.609 -1.740  0.210
H: -1.931 1.650 0.621  0.410
H: -1.451 0.295 2.791  0.212
H: -0.464 -1.926 3.616  0.209
H: 0.228 -3.598 1.992  0.209
H: 0.256 -3.218 -0.291  0.218
C: 1.869 2.635 -1.056  -0.615
C: 2.627 3.410 0.046  -0.627
H: 2.550 2.100 -1.690  0.206
H: 1.129 1.948 -0.591  0.217
H: 1.430 3.393 -1.698  0.199
H: 2.261 3.421 1.110  0.211
H: 2.303 4.422 -0.258  0.200
H: 3.696 3.428 -0.040  0.209

# 2
ORCA calculation (ωB97M-V/def2-TZVPD) on C37H31CoFN5O4S3 as an isolated structure.

Summary:
Charge: -1
Energy relative to the best compared isomer or geometry (same formula, charge and spin): 0.00 kcal/mol
2S+1: 4
Electronic energy: -4680.750716 hartree

Each line ends with the Mulliken spin population.
Cartesian coordinates (Å):
Co: -1.272 -0.271 -0.073  2.756
C: 2.209 -2.995 -0.738  0.004
C: 0.877 -2.421 -0.318  -0.017
N: 0.507 -1.250 -0.717  0.001
N: 1.422 -0.584 -1.523  0.000
C: 1.169 0.668 -1.717  0.014
S: -0.114 1.646 -1.146  0.058
S: 2.308 1.564 -2.751  -0.002
C: 3.331 0.244 -3.472  0.003
C: 2.814 -0.235 -4.798  -0.001
C: 3.383 0.226 -5.982  0.000
C: 2.895 -0.183 -7.215  0.000
C: 1.823 -1.061 -7.280  0.000
C: 1.246 -1.523 -6.104  0.000
C: 1.738 -1.117 -4.874  0.001
C: 0.019 -3.238 0.554  0.030
C: 0.611 -4.286 1.278  -0.003
C: -0.107 -5.131 2.096  0.006
C: -1.490 -4.952 2.191  -0.003
C: -2.107 -3.939 1.502  0.008
C: -1.388 -3.026 0.687  -0.005
O: -2.042 -2.079 0.097  0.045
H: 2.513 -2.571 -1.689  0.000
H: 2.153 -4.078 -0.817  0.000
H: 2.982 -2.742 -0.007  0.000
H: 3.368 -0.556 -2.736  -0.001
H: 4.330 0.668 -3.584  0.000
H: 4.216 0.919 -5.935  0.000
H: 3.351 0.188 -8.125  0.000
H: 1.434 -1.378 -8.239  0.000
H: 0.396 -2.193 -6.143  0.000
H: 1.270 -1.455 -3.957  -0.001
H: 1.681 -4.431 1.209  0.000
H: 0.392 -5.917 2.647  0.001
H: -2.081 -5.612 2.817  0.000
H: -3.176 -3.777 1.573  -0.001
C: -1.762 4.931 5.299  0.000
C: -0.570 4.014 5.537  0.000
C: 0.705 4.832 5.680  0.000
C: 1.890 3.926 5.961  0.000
C: 2.004 2.881 4.887  0.000
C: 3.221 2.328 4.559  0.000
C: 3.306 1.359 3.567  0.000
F: 4.527 0.858 3.277  0.000
C: 2.205 0.916 2.894  0.000
C: 0.959 1.467 3.212  0.000
C: -0.220 0.969 2.481  0.000
O: -0.084 0.017 1.705  0.026
C: -1.451 1.646 2.772  0.000
C: -1.467 2.589 3.748  0.000
N: -0.397 3.022 4.455  0.001
C: 0.852 2.461 4.192  0.000
C: -2.773 1.403 2.061  0.005
O: -3.795 1.822 2.603  0.002
O: -2.706 0.865 0.909  0.031
H: -1.728 5.737 6.033  0.000
H: -2.719 4.426 5.413  0.000
H: -1.719 5.371 4.302  0.000
H: -0.729 3.462 6.472  0.000
H: 0.566 5.550 6.490  0.000
H: 0.869 5.398 4.758  0.000
H: 1.747 3.441 6.933  0.000
H: 2.818 4.496 6.026  0.000
H: 4.124 2.648 5.066  0.000
H: 2.262 0.164 2.119  0.001
H: -2.424 3.030 3.977  0.000
N: -3.956 1.596 -1.434  -0.001
C: -3.642 0.548 -2.222  -0.001
N: -2.670 -0.280 -1.998  0.032
C: -2.597 -1.239 -3.000  0.005
C: -1.696 -2.299 -3.049  -0.006
C: -1.744 -3.177 -4.117  0.000
C: -2.673 -3.019 -5.146  0.000
C: -3.581 -1.974 -5.110  -0.001
C: -3.536 -1.102 -4.033  0.002
S: -4.557 0.268 -3.704  0.004
H: -3.614 1.518 -0.465  0.001
H: -4.862 2.009 -1.564  0.000
H: -0.993 -2.428 -2.241  0.006
H: -1.050 -4.008 -4.148  0.000
H: -2.691 -3.717 -5.973  0.000
H: -4.312 -1.845 -5.898  0.000

# 3
ORCA calculation (ωB97M-V/def2-TZVPD) on an isolated molecule of C6H10.

Summary:
Charge: 0
Energy relative to the best compared isomer or geometry (same formula, charge and spin): 91.35 kcal/mol
Electronic energy: -234.456942 hartree

Each line ends with the natural charge from an NBO analysis.
Cartesian coordinates (Å):
C: 1.753 -0.438 0.426  -0.568
C: 0.720 0.061 -0.625  -0.350
C: -0.199 -1.101 -0.818  -0.290
C: -2.047 0.021 0.215  -0.357
C: -1.235 1.213 0.332  -0.276
C: 0.037 1.273 -0.084  -0.142
H: 1.225 -0.679 1.355  0.208
H: 2.479 0.352 0.623  0.207
H: 2.296 -1.332 0.095  0.208
H: 1.277 0.326 -1.539  0.210
H: 0.159 -1.745 -1.642  0.187
H: -0.372 -1.723 0.045  0.164
H: -1.887 -0.886 0.757  0.191
H: -3.126 0.258 0.261  0.191
H: -1.723 2.140 0.643  0.215
H: 0.603 2.197 -0.032  0.203